Here is a molecular structure, C18H40IrNO3PSSi3 from the Open Molecules 2025 dataset. Energies are from ωB97M-V with the def2-TZVPD basis set.

Each line ends with the Mulliken charge.
Element x y z (Å)
1 H -1.587 5.238 -0.337  0.430
2 C 0.127 0.196 -2.715  0.595
3 H 0.947 3.744 2.571  0.306
4 C -1.707 2.746 1.650  -0.807
5 H -1.270 -2.366 -1.260  0.480
6 Si 2.306 2.699 0.735  0.153
7 H 1.463 2.953 -4.254  0.466
8 H 3.319 -2.033 3.319  0.523
9 C 3.761 1.451 0.689  -0.442
10 C 2.887 4.320 -0.078  -1.056
11 Si -0.853 2.871 -0.059  0.322
12 H 2.987 -3.021 -0.493  0.426
13 C -2.310 -2.540 2.705  -1.165
14 C 2.640 -1.277 2.928  -1.101
15 H -2.127 -2.758 -3.563  0.456
16 H 2.109 5.071 -0.171  0.300
17 H 3.082 0.466 -3.501  0.449
18 Si 1.321 1.604 -2.160  -0.585
19 C 1.585 2.871 2.492  -0.959
20 C -0.999 -1.713 -2.075  -0.088
21 H 4.477 1.691 -0.089  0.460
22 C -1.126 -1.023 -4.353  -0.406
23 H -0.209 4.941 -1.370  0.348
24 H -1.474 -1.156 -5.366  0.490
25 H 3.118 -0.146 -1.861  0.222
26 H 3.677 4.763 0.522  0.423
27 P 1.929 -1.849 1.350  0.987
28 H 3.949 -3.148 0.989  0.505
29 C -0.626 4.737 -0.391  -1.245
30 H 0.055 3.453 -3.342  0.399
31 C 3.357 -2.473 0.372  -1.248
32 H 3.296 4.147 -1.069  0.315
33 H -1.916 -3.283 2.027  0.349
34 H 1.934 -4.082 2.247  0.525
35 Ir 0.342 -0.125 0.457  2.774
36 H 1.813 -1.130 3.618  0.310
37 O -2.631 0.073 2.751  -0.513
38 O -1.748 -0.918 0.691  -0.567
39 H -1.539 1.774 2.104  0.110
40 H 0.457 -3.204 2.685  0.309
41 H 1.004 1.998 2.785  0.259
42 H 0.633 -3.906 1.056  0.383
43 H -0.027 0.777 -4.769  0.465
44 H -1.392 3.520 2.337  0.461
45 N -0.203 -0.693 -1.785  -0.063
46 S -1.769 -0.914 2.189  0.761
47 H 3.413 0.433 0.528  -0.633
48 O -0.341 -0.739 2.589  -0.660
49 C 0.808 1.893 -0.310  -0.918
50 H -2.782 2.840 1.523  0.382
51 H -2.360 1.084 -1.020  0.220
52 H 4.000 -1.667 0.029  0.401
53 H 2.386 2.995 3.215  0.487
54 H -1.773 2.140 -2.313  0.265
55 C 3.005 0.757 -2.455  -1.103
56 H 3.843 1.413 -2.249  0.352
57 H 3.172 -0.338 2.818  0.192
58 H 1.653 3.989 -2.869  0.386
59 C -0.315 0.053 -4.024  -0.781
60 H 4.304 1.479 1.629  0.552
61 H -3.392 -2.542 2.680  0.430
62 H -3.039 2.694 -1.225  0.563
63 H 0.010 5.203 0.353  0.365
64 C 1.092 3.144 -3.252  -1.131
65 C 1.152 -3.416 1.878  -1.277
66 C -1.487 -1.917 -3.356  -1.056
67 H -1.965 -2.696 3.718  0.421
68 C -2.127 2.109 -1.290  -0.974

Output
* expectation value of S²: 0.763
* relative energy (zero: lowest compared OMol25 entry of this formula, charge and spin): 68.2 kcal/mol
* gap between HOMO and LUMO (spin up / spin down): 0.2318 / 0.2361 Ha
* charge: +2
* total energy: -73529.2700 eV
* spin multiplicity: 2

Here is 5 unconnected molecules or ions with the total composition C18H40N2O6P from the Open Molecules 2025 dataset. Energies are from ωB97M-V with the def2-TZVPD basis set.

Each line ends with the Mulliken charge.
Element x y z (Å)
1 C 6.130 -2.013 -2.616  -0.401
2 H -0.765 -1.964 5.645  0.334
3 O -2.520 -1.709 -2.411  -0.201
4 H 0.880 -3.110 -0.219  0.391
5 C 0.230 -1.025 -0.166  0.192
6 H 5.638 1.091 -3.704  0.408
7 H 6.693 -2.868 -3.000  0.293
8 C 5.514 0.206 -3.075  -0.405
9 H -2.810 -3.205 5.229  0.262
10 C -5.159 -0.024 1.265  -0.047
11 H -5.741 0.694 -0.826  0.436
12 O 0.254 4.595 -0.255  -0.428
13 H -0.168 -1.206 0.839  -0.041
14 H -4.758 -2.046 4.488  0.253
15 H 1.621 3.093 0.047  0.164
16 H 6.074 -2.092 -1.525  0.242
17 H -5.484 -1.412 -2.561  0.221
18 H 5.268 0.538 -2.060  0.168
19 C 1.180 -2.125 -0.585  -0.635
20 H 2.544 -1.880 1.049  0.292
21 H 0.193 3.056 -2.639  0.281
22 N -2.856 -1.485 -1.260  0.162
23 H -1.444 -1.633 3.348  0.157
24 H 2.738 0.156 -1.202  -0.208
25 O -3.795 -2.348 -0.826  -0.154
26 C 2.385 -0.144 -0.210  -0.014
27 H 1.425 5.035 -3.311  0.343
28 H 4.418 -0.756 -4.677  0.341
29 C 4.442 -0.734 -3.583  -0.302
30 H -3.310 0.924 1.728  0.273
31 H -3.220 -2.349 6.728  0.351
32 H 0.966 6.402 -0.988  0.292
33 C 0.543 5.464 -1.358  -0.529
34 C 6.726 -0.688 -3.040  -0.586
35 O 0.993 0.189 -0.121  -0.337
36 C 1.494 4.717 -2.268  -0.547
37 O 4.790 -2.048 -3.126  -0.407
38 H 1.241 -2.169 -1.679  0.247
39 H -6.338 -2.916 -0.985  0.237
40 C -2.940 -2.214 5.680  -0.585
41 H 3.445 -0.469 -3.218  0.082
42 H 3.367 -2.073 -0.511  0.209
43 C -5.948 -0.249 -0.154  -0.715
44 H -0.609 -0.908 -0.857  0.080
45 H -7.103 -0.374 0.115  0.386
46 H -0.028 2.539 -0.322  0.043
47 C 0.736 3.281 -0.571  -0.021
48 C -1.687 -1.399 5.488  -0.584
49 H -1.689 -0.547 6.179  0.281
50 H -0.402 5.684 -1.867  0.276
51 H -4.608 -0.967 1.687  0.103
52 H -5.944 0.305 2.098  0.315
53 H -3.799 1.171 0.150  0.211
54 H 7.511 -0.338 -2.364  0.335
55 P -5.412 -1.788 -1.148  0.344
56 C 1.085 3.284 -2.043  -0.217
57 C -1.844 -0.908 4.065  -0.328
58 N -4.147 1.117 1.133  -0.647
59 H 2.527 4.865 -1.931  0.268
60 C 2.491 -1.642 -0.020  -0.476
61 H -1.354 0.056 3.897  0.289
62 C -3.959 -1.419 4.894  -0.482
63 H 1.862 2.559 -2.299  0.058
64 H 7.153 -0.775 -4.046  0.267
65 O -3.252 -0.782 3.821  -0.280
66 H -4.410 -0.633 5.510  0.315
67 H 2.946 0.414 0.544  0.373

Output
* gap between HOMO and LUMO: 0.1963 Ha
* charge: +1
* total energy: -43854.7980 eV

Here is 5 unconnected molecules or ions with the total composition C18H41BN5O8 from the Open Molecules 2025 dataset. Energies are from ωB97M-V with the def2-TZVPD basis set.

Each line ends with the Mulliken charge.
Element x y z (Å)
1 H 2.106 5.105 1.572  0.350
2 H 3.040 0.244 -2.342  0.331
3 N 2.680 2.307 -2.170  -0.005
4 C 3.946 2.772 -2.209  0.801
5 C -2.287 -1.663 -0.780  -0.194
6 H -4.104 -2.715 -1.460  0.207
7 H -0.432 -9.423 -1.287  0.323
8 H 0.485 -7.503 -2.156  0.266
9 H 0.703 6.103 5.942  0.223
10 H 0.413 3.094 0.153  0.101
11 B -1.922 -3.665 -3.353  0.323
12 C -0.138 5.339 2.570  -1.121
13 O -2.865 -3.689 -4.397  -0.678
14 C -0.406 4.250 1.552  0.685
15 O 1.039 -8.969 1.410  -0.692
16 H -0.775 -0.256 -1.401  -0.284
17 H 0.143 -3.392 -4.968  0.332
18 H -4.256 -1.967 0.119  0.367
19 C -0.816 -2.512 -3.381  1.824
20 N -0.234 -2.472 -4.758  -0.915
21 O -1.516 3.763 1.418  -0.666
22 H 5.998 2.282 -2.365  0.330
23 H 2.702 3.512 1.088  0.233
24 H -2.035 -1.330 0.229  0.448
25 H -2.975 6.421 6.109  0.356
26 H -0.118 -6.007 -1.423  0.106
27 C 5.052 1.750 -2.355  -1.331
28 H 0.221 6.255 2.102  0.394
29 C 0.701 -6.723 -1.431  -0.553
30 N -0.229 6.145 6.323  -0.128
31 H 0.585 -1.871 -4.690  0.301
32 H 1.587 -6.175 -1.746  0.237
33 C -2.389 7.311 6.336  -1.410
34 H -2.863 -4.619 -1.881  0.270
35 O 0.691 -3.860 -2.123  -0.617
36 H -2.565 -1.253 -3.647  0.349
37 H 1.109 -6.683 0.646  0.216
38 C 0.541 -9.619 -0.834  -1.146
39 C -3.811 -1.841 -0.870  -1.180
40 H 1.660 0.650 -1.341  0.234
41 O 4.189 3.971 -2.121  -0.690
42 H 2.313 4.718 -0.140  0.264
43 H -2.836 8.167 5.839  0.325
44 C 2.205 0.926 -2.240  -0.891
45 H -2.407 7.473 7.414  0.387
46 H -1.786 -2.624 -0.902  0.073
47 H 0.023 5.176 8.173  0.291
48 H -1.040 -0.420 -3.801  0.243
49 C -1.723 -0.643 -1.770  -0.237
50 N 0.645 3.833 0.799  -0.030
51 H -2.419 0.205 -1.807  0.632
52 H -0.552 4.138 6.860  0.289
53 H -4.278 -0.964 -1.326  0.292
54 H -1.642 5.305 7.606  0.302
55 C 0.397 -2.687 -2.416  -0.342
56 H -3.706 -3.294 -4.160  0.292
57 H 0.605 5.014 3.300  0.319
58 H 0.534 -10.606 -0.380  0.296
59 C -1.566 -1.167 -3.200  -1.422
60 C -0.618 5.139 7.289  -0.848
61 O -0.506 7.934 4.998  -0.641
62 H 1.539 0.776 -3.086  0.278
63 C 0.849 -8.609 0.253  0.728
64 C -0.971 7.172 5.827  0.871
65 H -1.071 5.551 3.083  0.231
66 H 1.995 3.042 -2.083  0.228
67 H 5.042 1.042 -1.525  0.344
68 N 0.902 -7.314 -0.113  -0.104
69 O -2.043 -4.641 -2.376  -0.442
70 H 4.943 1.185 -3.281  0.359
71 H 1.294 -9.589 -1.622  0.311
72 O 1.009 -1.621 -2.124  -0.597
73 C 2.013 4.318 0.830  -0.797

Output
* gap between HOMO and LUMO: 0.2479 Ha
* charge: -1
* total energy: -43843.8444 eV